# 1
Computed, not measured: a structure of composition C13H32NO5Zn, with ωB97M-V/def2-TZVPD.

The value obtained for the lowest unoccupied orbital energy is 2.834 eV. Its gap between HOMO and LUMO is 0.266 Ha. The multiplicity is 1. As for the charge: -1.

Last column: Löwdin charge in e.
Atoms and positions in Å:
Zn -0.790 0.512 0.113  0.64
C -2.894 -1.145 -2.815  -0.11
C -1.634 -0.282 -2.897  -0.47
O -1.059 -0.082 -1.683  -0.33
H -3.560 -0.751 -2.047  0.07
H -2.639 -2.183 -2.579  0.06
H -3.428 -1.177 -3.776  0.05
H -1.913 0.681 -3.385  0.09
H -0.929 -0.759 -3.618  0.09
C -2.618 2.190 2.867  -0.11
C -3.038 0.819 2.337  -0.48
O -2.344 0.422 1.235  -0.33
H -1.674 2.116 3.422  0.06
H -3.357 2.624 3.549  0.06
H -2.413 2.851 2.025  0.04
H -4.127 0.833 2.113  0.09
H -2.947 0.092 3.182  0.09
C -0.676 3.548 -1.348  -0.08
C 0.367 3.342 -0.265  -0.62
C 0.139 4.300 0.902  -0.08
O 0.403 2.031 0.146  -0.29
H -1.672 3.510 -0.886  0.08
H -0.609 2.736 -2.071  0.06
H -0.609 4.528 -1.836  0.07
H 1.362 3.607 -0.694  0.12
H 0.082 5.345 0.571  0.07
H 0.967 4.225 1.613  0.07
H -0.769 4.033 1.441  0.05
C 3.212 -1.345 -2.530  -0.11
O 3.024 -1.406 -1.134  -0.20
C 2.336 -0.259 -0.665  -0.24
C 1.860 -0.425 0.749  -0.18
N 0.478 -0.948 0.847  -0.06
C 0.250 -2.196 0.078  -0.17
C 1.048 -3.355 0.613  -0.21
O 0.738 -3.543 1.989  -0.19
C 1.740 -4.247 2.668  -0.13
H 3.898 -2.144 -2.809  0.08
H 3.627 -0.375 -2.828  0.09
H 2.266 -1.494 -3.066  0.09
H 1.463 -0.013 -1.296  0.11
H 2.959 0.642 -0.775  0.13
H 1.893 0.571 1.193  0.11
H 2.574 -1.010 1.348  0.12
H 0.370 -1.259 1.810  0.12
H 0.507 -2.021 -0.965  0.11
H -0.825 -2.375 0.058  0.13
H 2.116 -3.156 0.462  0.11
H 0.833 -4.283 0.063  0.13
H 2.685 -3.688 2.679  0.09
H 1.926 -5.227 2.203  0.09
H 1.398 -4.410 3.689  0.08

# 2
Computed, not measured: a cluster of 2 separate species, C5H8NO3 in total, with ωB97M-V/def2-TZVPD.

The value obtained for the lowest unoccupied orbital energy (spin up / spin down) is -7.920 / -7.897 eV. Its gap between HOMO and LUMO (spin up / spin down) is 0.292 / 0.293 Ha. The multiplicity is 1. As for the charge: +1.

Last column: Löwdin charge in e.
Atoms and positions in Å:
C 0.729 0.829 0.620  -0.37
C -1.088 -0.400 -0.637  -0.34
C 0.230 1.685 -0.443  -0.08
C -0.824 0.967 -1.261  -0.05
C 0.070 -1.449 1.479  0.01
N -0.017 -0.489 0.466  0.05
O 1.474 0.973 1.500  0.26
O -1.951 -1.179 -0.773  0.24
O 1.005 -1.099 -1.035  0.13
H 0.036 2.657 0.141  0.19
H 1.028 2.016 -1.149  0.16
H -0.400 1.097 -2.252  0.14
H -1.782 1.543 -1.243  0.16
H -0.236 -0.957 2.434  0.16
H -0.451 -2.423 1.325  0.14
H 1.087 -1.766 1.602  0.12
H 1.090 -2.005 -0.773  0.08

# 3
Computed, not measured: a cluster of 12 separate species, C41H107O35P7 in total, with ωB97M-V/def2-TZVPD.

The value obtained for the lowest unoccupied orbital energy is 0.558 eV. The structure (SMILES) is COP(=O)(OC)OC.COP(=O)(OC)OC.COP(=O)(OC)OC.COP(=O)(OC)OC.COP(=O)(OC)OC.COP(=O)(OC)OC.COP(=O)(OC)OC.C1CCOC1.C1CCOC1.C1CCOC1.COCCOC.COCCOC. Its gap between HOMO and LUMO is 0.354 Ha. The multiplicity is 1.

Last column: Löwdin charge in e.
Atoms and positions in Å:
C 2.643 -1.101 -1.320  -0.12
O 3.271 -0.063 -2.000  -0.22
P 3.958 1.182 -1.149  0.50
O 2.971 2.098 -0.633  -0.20
O 4.985 0.480 -0.099  -0.24
C 5.875 -0.505 -0.442  -0.13
O 4.949 1.846 -2.282  -0.23
C 5.576 3.104 -2.143  -0.11
H 3.112 -2.041 -1.610  0.08
H 1.590 -1.189 -1.588  0.09
H 2.734 -0.927 -0.248  0.07
H 6.905 -0.192 -0.270  0.10
H 5.858 -0.796 -1.493  0.10
H 5.534 -1.344 0.165  0.09
H 5.269 3.664 -1.259  0.08
H 5.453 3.785 -2.986  0.09
H 6.627 2.837 -2.043  0.09
C -3.142 -3.179 3.434  -0.13
O -1.849 -3.634 3.184  -0.22
P -0.821 -3.979 4.429  0.49
O 0.505 -4.445 3.973  -0.23
O -1.646 -5.025 5.420  -0.23
C -2.141 -6.267 4.931  -0.11
O -0.905 -2.664 5.322  -0.23
C -0.085 -2.517 6.438  -0.11
H -3.310 -3.009 4.498  0.08
H -3.883 -3.917 3.128  0.09
H -3.329 -2.264 2.872  0.08
H -1.760 -6.558 3.952  0.09
H -3.217 -6.192 4.775  0.08
H -1.984 -7.084 5.635  0.09
H -0.795 -2.656 7.253  0.09
H 0.176 -1.480 6.649  0.09
H 0.744 -3.224 6.474  0.10
C -4.449 -4.821 -3.096  -0.15
O -4.262 -4.582 -1.766  -0.23
P -3.795 -3.068 -1.240  0.58
O -3.787 -2.894 0.248  -0.25
O -4.828 -2.063 -2.000  -0.21
C -4.515 -0.758 -2.288  -0.15
O -2.382 -2.810 -2.074  -0.24
C -1.243 -3.675 -1.858  -0.10
H -3.449 -5.117 -3.414  0.08
H -4.692 -3.911 -3.646  0.09
H -5.024 -5.733 -3.257  0.09
H -5.171 -0.121 -1.694  0.09
H -4.685 -0.625 -3.356  0.10
H -3.483 -0.474 -2.086  0.08
H -1.401 -4.433 -1.091  0.08
H -0.348 -3.146 -1.532  0.07
H -0.849 -4.140 -2.761  0.07
C -4.869 5.077 -3.143  -0.11
O -4.053 4.054 -3.645  -0.22
P -4.570 2.553 -3.669  0.42
O -3.646 1.567 -4.288  -0.23
O -4.901 2.174 -2.114  -0.23
C -3.868 2.325 -1.182  -0.12
O -5.993 2.651 -4.365  -0.21
C -6.071 3.289 -5.667  -0.07
H -5.737 4.651 -2.641  0.09
H -5.314 5.663 -3.947  0.09
H -4.331 5.774 -2.500  0.09
H -2.896 2.677 -1.527  0.08
H -3.792 1.364 -0.672  0.08
H -4.163 3.012 -0.389  0.09
H -6.940 3.944 -5.603  0.09
H -6.253 2.508 -6.406  0.09
H -5.165 3.781 -6.020  0.09
C 2.522 5.583 6.312  -0.13
O 2.381 4.264 5.857  -0.22
P 1.965 3.986 4.283  0.43
O 0.744 4.613 3.800  -0.22
O 3.256 4.419 3.442  -0.21
C 3.412 4.008 2.063  -0.07
O 2.008 2.386 4.149  -0.22
C 1.078 1.540 4.822  -0.09
H 2.023 5.725 7.270  0.09
H 2.062 6.288 5.619  0.09
H 3.574 5.837 6.436  0.09
H 3.731 4.805 1.391  0.09
H 2.454 3.736 1.620  0.06
H 4.115 3.177 2.110  0.08
H 0.066 1.431 4.431  0.07
H 0.957 1.937 5.830  0.09
H 1.438 0.516 4.919  0.08
C 2.644 -7.497 -2.877  -0.10
O 1.783 -6.993 -1.861  -0.23
P 2.077 -5.549 -1.105  0.50
O 2.242 -4.368 -2.028  -0.25
O 0.847 -5.380 -0.106  -0.22
C 0.995 -4.303 0.850  -0.07
O 3.338 -5.888 -0.145  -0.21
C 4.549 -5.181 -0.250  -0.12
H 2.052 -7.734 -3.761  0.09
H 2.947 -8.472 -2.494  0.09
H 3.412 -6.779 -3.163  0.09
H 0.026 -3.870 1.097  0.08
H 1.731 -3.570 0.519  0.07
H 1.461 -4.854 1.666  0.07
H 4.345 -4.150 0.041  0.07
H 5.076 -5.168 -1.204  0.09
H 5.347 -5.524 0.408  0.09
C -1.372 -2.824 -8.308  -0.13
O -0.938 -1.907 -7.367  -0.19
P -0.660 -2.365 -5.897  0.48
O -1.660 -3.227 -5.208  -0.24
O 0.839 -3.037 -6.033  -0.22
C 1.419 -3.632 -4.918  -0.15
O -0.260 -0.974 -5.114  -0.20
C -1.112 -0.485 -4.071  -0.10
H -1.453 -3.879 -8.050  0.09
H -0.652 -2.798 -9.126  0.09
H -2.321 -2.447 -8.690  0.09
H 1.620 -4.694 -5.061  0.09
H 0.771 -3.548 -4.046  0.05
H 2.327 -3.122 -4.596  0.09
H -1.362 0.560 -4.258  0.06
H -0.514 -0.410 -3.163  0.07
H -2.029 -1.033 -3.856  0.07
C -0.166 -0.431 1.861  -0.14
C 0.451 0.703 1.069  -0.16
C -0.391 0.828 -0.209  -0.12
O -1.115 -0.464 -0.256  -0.16
C -1.358 -0.844 1.057  -0.25
H -0.653 -0.043 2.755  0.09
H 0.629 -1.165 1.996  0.11
H 1.522 0.584 0.907  0.07
H 0.365 1.656 1.591  0.10
H 0.306 0.930 -1.041  0.10
H -1.122 1.634 -0.150  0.10
H -1.564 -1.907 0.935  0.10
H -2.305 -0.349 1.274  0.12
C -0.759 5.301 -0.815  -0.16
C -1.249 6.602 -0.351  -0.19
C -0.029 7.306 0.162  -0.19
O 1.052 6.390 0.045  -0.14
C 0.616 5.067 -0.084  -0.18
H -0.691 5.317 -1.903  0.10
H -1.476 4.518 -0.568  0.09
H -1.939 6.524 0.489  0.12
H -1.625 7.206 -1.176  0.11
H -0.119 7.389 1.245  0.11
H 0.192 8.308 -0.206  0.12
H 0.482 4.544 0.863  0.09
H 1.326 4.459 -0.644  0.10
C 0.815 2.570 -3.802  -0.16
C 2.021 3.478 -3.824  -0.19
C 1.639 4.676 -4.666  -0.19
O 0.930 4.018 -5.715  -0.14
C 0.243 2.885 -5.203  -0.19
H 0.121 2.879 -3.020  0.10
H 1.014 1.503 -3.706  0.10
H 2.768 2.867 -4.330  0.12
H 2.493 3.800 -2.896  0.10
H 2.510 5.212 -5.043  0.12
H 1.020 5.372 -4.099  0.11
H 0.367 2.018 -5.852  0.12
H -0.800 3.188 -5.107  0.11
C -2.420 3.363 2.907  -0.05
O -3.862 3.305 2.505  -0.20
C -4.623 2.185 3.035  -0.17
C -4.746 2.083 4.556  -0.24
O -3.635 1.926 5.339  -0.18
C -2.946 0.677 5.269  -0.08
H -2.257 3.395 3.984  0.08
H -1.827 4.153 2.445  0.07
H -1.954 2.402 2.688  0.06
H -4.178 1.284 2.612  0.10
H -5.590 2.266 2.538  0.13
H -5.417 1.277 4.854  0.12
H -5.391 2.886 4.912  0.13
H -2.084 0.756 5.932  0.09
H -2.606 0.347 4.288  0.07
H -3.541 -0.158 5.641  0.09
C 3.984 0.219 3.115  -0.07
O 4.076 -0.729 4.184  -0.19
C 3.287 -1.917 4.112  -0.19
C 3.681 -2.839 2.961  -0.19
O 5.093 -3.031 2.883  -0.19
C 5.631 -3.859 3.891  -0.10
H 4.548 -0.227 2.295  0.07
H 4.479 1.174 3.288  0.09
H 2.918 0.429 3.019  0.07
H 2.231 -1.649 4.163  0.10
H 3.454 -2.367 5.090  0.12
H 3.326 -2.322 2.070  0.10
H 3.167 -3.800 2.983  0.11
H 5.617 -4.888 3.532  0.08
H 5.126 -3.809 4.856  0.09
H 6.691 -3.641 4.016  0.09

# 4
Computed, not measured: a structure of composition C6H16Br2MnN3O7, with ωB97M-V/def2-TZVPD.

The value obtained for the lowest unoccupied orbital energy (spin up / spin down) is -9.263 / -12.611 eV. Its gap between HOMO and LUMO (spin up / spin down) is 0.203 / 0.080 Ha. The multiplicity is 7. As for the charge: +2.

Last column: Löwdin charge in e.
Atoms and positions in Å:
Mn -1.230 -2.296 2.175  1.35
C 0.104 -0.670 -0.588  -0.22
O -0.749 -1.262 0.377  -0.46
H 0.521 -1.333 -1.346  0.08
H -0.483 0.134 -1.030  0.07
H 0.881 -0.140 -0.038  0.05
Br 1.196 4.244 4.579  0.96
C 0.168 2.822 3.620  -0.55
C 0.909 2.270 2.341  -0.55
Br 1.509 3.785 1.191  0.87
H -0.788 3.302 3.410  0.06
H -0.026 1.998 4.306  0.08
H 0.303 1.615 1.715  0.04
H 1.881 1.796 2.476  0.06
C 0.334 -4.447 -1.007  0.03
N 0.896 -5.327 -2.099  -0.47
O 1.968 -5.936 -2.005  0.07
O 0.207 -5.395 -3.022  0.12
H -0.142 -3.648 -1.576  0.08
H 1.195 -4.028 -0.486  0.09
H -0.391 -5.017 -0.427  0.09
C 2.343 1.947 -2.446  0.03
N 1.771 1.519 -3.773  -0.44
O 0.744 1.984 -4.089  0.11
O 2.512 0.769 -4.466  0.06
H 2.728 1.181 -1.772  0.09
H 1.466 2.459 -2.050  0.06
H 3.053 2.751 -2.637  0.11
C -2.973 1.271 1.025  0.09
N -3.575 -0.055 1.442  -0.35
O -4.682 -0.252 1.032  0.19
O -3.062 -0.840 2.277  -0.09
H -1.964 1.203 0.620  0.07
H -2.948 1.862 1.940  0.10
H -3.676 1.734 0.332  0.12

Max |F| across the listed records, respectively: 1.41, 4.77, 5.19, 5.60 eV/Å.